Record 1
A structure of composition C13H43N2O11P3 at a distorted geometry, computed with ωB97M-V/def2-TZVPD.

The geometry in XYZ format:
```
72
Properties=species:S:1:pos:R:3:forces:R:3:lowdin_charge:R:1
N -0.988 1.887 0.248 -0.2 -1.9 0.3 -0.276
P -0.839 0.421 0.891 -0.5 2.3 -1.8 0.678
N 0.861 0.330 1.434 0.5 -2.1 1.1 -0.397
P 0.821 1.162 3.040 -1.0 -0.6 0.7 0.836
P 1.226 3.293 2.804 -1.1 4.5 0.2 0.405
O -0.057 4.090 3.036 3.2 -2.4 -0.6 -0.366
O 2.318 3.719 4.059 -1.0 -1.9 -2.4 -0.214
O 1.958 3.696 1.335 -0.7 -1.4 1.8 -0.229
C 1.206 -1.063 1.801 -0.2 -2.2 1.3 -0.627
O 0.565 -1.728 2.632 1.0 1.7 -2.1 0.010
O 2.336 -1.632 1.217 -1.6 1.6 -0.3 0.075
H -1.325 1.752 -0.722 0.4 0.3 0.7 -0.032
H -1.170 -0.636 -0.021 0.8 0.3 0.8 0.015
H -1.641 0.215 2.061 0.7 -0.1 -0.3 0.017
H 1.908 0.567 3.755 0.2 0.4 -0.7 -0.048
H 2.864 2.917 4.217 -0.1 0.8 0.0 0.044
H 1.538 3.200 0.589 0.0 0.4 0.7 0.068
H 2.248 -2.606 1.157 -0.2 0.6 0.6 0.126
C -4.390 -3.286 1.492 -0.2 0.0 0.0 -0.078
C -3.388 -3.217 0.358 -0.1 -0.1 0.4 -0.304
O -2.587 -2.045 0.482 0.1 -0.1 -0.2 -0.161
H -5.032 -2.402 1.489 0.1 0.0 -0.1 0.059
H -5.016 -4.178 1.406 0.0 0.0 0.1 0.077
H -3.880 -3.307 2.459 0.0 -0.1 0.0 0.079
H -3.900 -3.174 -0.605 0.2 0.1 0.0 0.115
H -2.732 -4.094 0.361 -0.1 -0.1 -0.1 0.110
H -2.128 -2.091 1.332 -0.2 -0.1 -0.1 0.055
C 2.980 -4.176 5.296 0.1 0.1 0.1 -0.088
C 2.565 -4.146 3.838 -0.2 -0.4 0.4 -0.335
O 2.777 -5.420 3.238 0.1 0.0 -0.3 -0.086
H 4.033 -4.452 5.389 -0.1 0.1 -0.1 0.078
H 2.828 -3.202 5.766 0.0 -0.1 0.0 0.074
H 2.404 -4.925 5.847 -0.1 0.1 0.0 0.074
H 3.157 -3.412 3.288 0.0 -0.2 -0.1 0.103
H 1.509 -3.881 3.738 0.1 0.2 0.0 0.096
H 2.244 -6.062 3.722 0.1 0.1 -0.1 0.082
C -0.290 -2.622 -4.067 0.1 -0.1 -0.1 -0.082
C -0.153 -2.204 -2.617 -0.3 -0.1 -0.2 -0.320
O -0.524 -0.839 -2.464 0.1 0.3 0.1 -0.108
H 0.339 -1.998 -4.707 0.0 -0.1 0.1 0.067
H -0.003 -3.667 -4.202 0.0 0.0 -0.1 0.078
H -1.321 -2.494 -4.410 0.0 -0.1 0.0 0.080
H 0.881 -2.312 -2.284 -0.1 0.2 0.0 0.113
H -0.790 -2.817 -1.971 0.1 -0.1 0.0 0.102
H -1.442 -0.753 -2.752 0.1 0.0 0.0 0.090
C 5.365 5.276 -1.073 0.2 0.0 -0.1 -0.099
C 4.233 6.262 -0.856 -0.1 -0.4 0.2 -0.324
O 2.989 5.578 -0.785 0.0 0.0 -0.2 -0.090
H 5.208 4.710 -1.995 0.0 0.1 0.0 0.074
H 6.326 5.792 -1.135 0.0 -0.1 0.0 0.071
H 5.407 4.551 -0.256 0.0 0.1 0.0 0.071
H 4.180 6.971 -1.684 -0.1 -0.1 0.1 0.111
H 4.378 6.825 0.072 0.2 0.1 -0.1 0.109
H 3.038 4.959 -0.045 -0.1 0.2 0.0 0.038
C 2.640 0.829 -5.943 0.1 0.0 -0.1 -0.097
C 1.486 1.787 -5.720 0.0 -0.3 0.3 -0.320
O 0.254 1.076 -5.686 -0.2 0.0 -0.1 -0.092
H 2.509 0.283 -6.881 0.0 0.1 0.0 0.075
H 3.592 1.364 -5.977 0.0 -0.1 0.0 0.072
H 2.684 0.083 -5.144 0.1 0.1 0.1 0.068
H 1.432 2.515 -6.531 -0.2 -0.1 0.1 0.112
H 1.606 2.328 -4.776 0.1 0.1 -0.1 0.110
H 0.305 0.440 -4.961 -0.1 0.1 0.0 0.053
C -6.957 0.932 -0.086 -0.1 0.0 -0.1 -0.094
C -6.760 0.265 1.262 0.2 0.4 -0.1 -0.326
O -5.381 0.260 1.614 0.1 -0.2 0.1 -0.100
H -6.386 0.411 -0.858 -0.1 0.0 0.1 0.075
H -8.012 0.936 -0.369 0.0 0.1 0.0 0.074
H -6.595 1.964 -0.062 -0.1 0.0 0.0 0.075
H -7.102 -0.772 1.228 0.2 0.0 0.1 0.106
H -7.321 0.788 2.042 -0.2 -0.1 -0.1 0.109
H -5.086 1.178 1.651 0.0 -0.1 0.0 0.085
```
Positions in Å, forces in eV/Å.

HOMO-LUMO gap in eV: 9.03
LUMO level in eV: -0.107
Electronic energy in eV: -67545.7394
Total charge: 0
HOMO level in eV: -9.141
Strongest force on any atom in eV/A: 4.66

=====

Record 2
A structure of composition C28H25GeN2O2Ti, computed with ωB97M-V/def2-TZVPD.

The geometry in XYZ format:
```
59
Properties=species:S:1:pos:R:3:forces:R:3:lowdin_charge:R:1
Ti -0.175 0.225 -0.446 0.1 0.0 -0.8 1.083
O 1.544 0.551 -0.962 -0.6 -0.3 0.0 -0.172
C 2.227 1.436 -1.704 0.1 0.2 0.0 -0.276
C 3.449 1.094 -2.262 0.0 0.0 0.1 0.021
C 4.135 2.031 -3.015 0.0 0.1 0.0 -0.018
C 3.626 3.315 -3.218 0.0 0.0 0.0 -0.042
C 2.413 3.655 -2.667 0.0 0.0 0.0 -0.002
C 1.690 2.721 -1.907 0.0 -0.1 0.0 -0.135
C 0.412 3.087 -1.381 0.0 0.1 0.0 -0.015
N -0.405 2.311 -0.742 0.0 -0.2 0.1 -0.072
C -1.697 2.839 -0.295 0.0 -0.1 0.0 -0.172
C -2.791 1.876 -0.754 0.0 0.1 0.0 -0.156
N -2.219 0.519 -0.901 0.1 -0.1 0.1 -0.065
C -3.008 -0.368 -1.434 -0.1 0.0 0.0 -0.024
C -2.696 -1.713 -1.785 0.1 0.0 0.0 -0.134
C -3.655 -2.488 -2.462 0.0 0.1 0.0 0.001
C -3.345 -3.756 -2.892 0.0 -0.1 0.0 -0.041
C -2.066 -4.267 -2.657 -0.1 0.0 0.0 -0.015
C -1.105 -3.530 -1.986 0.0 0.0 0.1 0.023
C -1.421 -2.257 -1.540 -0.2 -0.1 0.0 -0.277
O -0.524 -1.515 -0.880 0.3 0.6 0.0 -0.175
H 3.846 0.101 -2.100 0.0 0.0 0.0 0.131
H 5.085 1.759 -3.455 0.0 0.0 0.0 0.125
H 4.179 4.032 -3.808 0.0 0.0 0.0 0.121
H 2.001 4.645 -2.822 0.0 0.0 0.0 0.128
H 0.102 4.118 -1.559 0.0 0.0 0.0 0.151
H -1.878 3.837 -0.697 0.0 0.0 0.0 0.131
H -1.681 2.920 0.794 0.0 0.0 0.0 0.103
H -3.193 2.198 -1.715 0.0 0.0 0.0 0.135
H -3.609 1.857 -0.033 0.0 0.0 0.0 0.135
H -4.021 -0.048 -1.685 0.0 0.0 0.0 0.154
H -4.636 -2.070 -2.652 0.0 0.0 0.0 0.128
H -4.079 -4.350 -3.417 0.0 0.0 0.0 0.122
H -1.818 -5.259 -3.009 0.0 0.0 0.0 0.126
H -0.117 -3.929 -1.801 0.0 0.0 0.0 0.131
Ge -0.255 0.224 2.349 0.0 -0.1 0.5 1.118
C 1.527 0.871 2.452 -0.1 -0.1 -0.1 -0.382
C 2.650 0.051 2.277 0.0 0.0 0.0 -0.095
C 3.916 0.587 2.413 0.0 0.0 0.0 -0.043
C 4.071 1.937 2.712 0.0 0.0 0.0 -0.025
C 2.963 2.761 2.872 0.0 0.0 0.0 -0.046
C 1.692 2.235 2.731 0.0 0.0 0.0 -0.111
C -0.875 -1.560 2.532 0.0 0.1 -0.1 -0.380
C -2.221 -1.735 2.880 0.0 0.0 0.0 -0.110
C -2.720 -3.009 3.080 0.0 0.0 0.0 -0.047
C -1.888 -4.110 2.915 0.0 0.0 0.0 -0.028
C -0.554 -3.944 2.551 0.0 0.0 0.0 -0.045
C -0.045 -2.675 2.354 0.0 0.0 0.0 -0.097
H -1.315 1.292 2.634 0.0 0.0 0.0 0.006
H 2.539 -1.001 2.046 0.0 0.0 0.0 0.097
H 4.785 -0.045 2.295 0.0 0.0 0.0 0.121
H 5.066 2.349 2.824 0.0 0.0 0.0 0.123
H 3.092 3.808 3.112 0.0 0.0 0.0 0.120
H 0.829 2.879 2.863 0.0 0.0 0.0 0.102
H -2.871 -0.878 3.014 0.0 0.0 0.0 0.102
H -3.753 -3.146 3.370 0.0 0.0 0.0 0.120
H -2.278 -5.106 3.075 0.0 0.0 0.0 0.123
H 0.086 -4.807 2.430 0.0 0.0 0.0 0.121
H 0.992 -2.556 2.071 0.0 0.0 0.0 0.096
```
Positions in Å, forces in eV/Å.

2S+1: 2
HOMO-LUMO gap (spin up / spin down) in eV: 6.82 / 5.90
LUMO level (spin up / spin down) in eV: -7.349 / -8.482
Electronic energy in eV: -116135.2341
Total charge: +2
HOMO level (spin up / spin down) in eV: -14.174 / -14.379
Strongest force on any atom in eV/A: 0.77
Expectation value of S²: 0.764

=====

Record 3
A structure of composition C35H53AsCaNO2P2 at a distorted geometry, computed with ωB97M-V/def2-TZVPD.

The geometry in XYZ format:
```
95
Properties=species:S:1:pos:R:3:forces:R:3:lowdin_charge:R:1
Ca -0.425 1.493 -1.036 -0.2 -1.4 1.3 0.822
P 0.292 3.118 0.679 -0.1 -0.5 -0.1 0.903
P -1.240 0.180 -2.955 0.1 -0.3 0.4 0.905
N -2.271 2.112 -0.755 -2.9 1.1 0.3 -0.406
C -1.443 3.675 0.939 -0.2 -0.1 -0.1 -0.289
H -1.539 3.999 1.973 -0.3 0.2 0.1 0.076
H -1.609 4.535 0.272 0.1 -0.2 0.2 0.091
C -2.485 2.571 0.580 0.3 0.3 -0.1 -0.360
H -2.426 1.764 1.342 0.0 0.0 0.0 0.106
H -3.489 2.988 0.632 -0.4 0.4 0.6 0.105
C -3.229 1.142 -1.185 0.2 0.1 -0.4 -0.360
H -4.218 1.589 -1.096 -0.7 -0.3 -0.2 0.105
H -3.231 0.217 -0.567 0.0 0.0 0.0 0.102
C -2.965 0.750 -2.671 -0.1 0.2 0.2 -0.289
H -3.113 1.646 -3.295 0.0 -0.3 0.1 0.093
H -3.640 -0.035 -3.007 -0.3 0.1 0.0 0.077
C -1.192 -1.590 -2.558 -0.1 -0.4 -0.6 -0.526
C 0.223 -2.153 -2.317 -0.2 0.2 0.1 -0.103
H 0.138 -3.189 -1.975 0.0 0.1 -0.2 0.069
H 0.761 -1.596 -1.533 -0.4 -0.1 -0.3 0.019
H 0.834 -2.137 -3.222 -0.1 0.0 0.0 0.077
C -0.699 0.716 -4.558 -0.2 -0.1 -1.4 -0.571
C 0.707 0.201 -4.906 0.0 0.2 -0.2 -0.098
H 1.049 0.679 -5.836 -0.1 -0.2 0.2 0.090
H 0.701 -0.879 -5.073 0.0 0.1 0.0 0.072
H 1.448 0.428 -4.126 -0.2 -0.1 -0.2 0.048
C 1.263 4.486 0.096 0.6 1.3 0.4 -0.570
C 2.750 4.124 -0.063 0.0 0.3 -0.2 -0.096
H 3.275 4.954 -0.558 -0.1 -0.2 0.2 0.091
H 2.904 3.224 -0.675 -0.1 0.2 0.2 0.049
H 3.225 3.967 0.909 0.0 0.0 -0.1 0.071
C 0.806 2.249 2.179 0.4 0.5 0.6 -0.547
C 2.041 1.350 2.003 -0.2 0.0 -0.2 -0.109
H 2.211 0.783 2.928 0.1 0.2 -0.2 0.067
H 2.948 1.922 1.792 -0.1 0.0 0.1 0.080
H 1.916 0.613 1.195 0.0 0.4 0.3 0.030
C 1.620 1.045 -1.533 9.3 -2.4 -2.0 -0.109
C -1.730 0.376 -5.630 0.4 0.2 -1.0 -0.110
H -1.783 -0.701 -5.816 0.0 0.2 0.1 0.068
H -2.727 0.737 -5.385 0.0 0.0 0.0 0.068
H -1.429 0.853 -6.575 -0.2 -0.1 0.1 0.087
C 1.054 5.722 0.970 0.7 0.8 -0.3 -0.109
H 1.553 6.580 0.494 -0.1 -0.1 0.2 0.087
H 0.002 5.979 1.086 0.0 -0.1 0.0 0.068
H 1.498 5.599 1.961 -0.1 0.0 -0.1 0.067
C 0.992 3.252 3.305 0.3 -0.5 1.2 -0.111
H 1.102 2.701 4.258 0.0 0.3 -0.2 0.084
H 1.904 3.844 3.175 -0.1 -0.1 0.0 0.075
H 0.142 3.927 3.419 0.1 0.0 0.0 0.072
C -1.934 -2.369 -3.631 -0.1 -1.2 0.2 -0.109
H -1.360 -2.424 -4.561 -0.1 0.0 0.1 0.074
H -2.079 -3.407 -3.280 0.0 0.2 -0.2 0.082
H -2.923 -1.959 -3.847 0.1 0.0 0.0 0.072
H -1.744 -1.662 -1.605 0.1 0.2 -0.3 0.085
H -0.052 1.594 2.409 0.1 0.3 -0.3 0.087
H -0.643 1.823 -4.477 -0.1 -0.5 0.1 0.102
H 0.861 4.710 -0.913 0.0 -0.2 0.5 0.085
O 2.729 0.693 -1.715 -5.1 1.5 0.9 0.088
H -0.690 4.128 -2.670 -0.7 0.2 0.3 0.069
H -0.089 3.831 -2.947 0.7 -0.3 -0.4 0.052
O -0.434 -0.368 0.419 1.3 -1.7 1.4 -0.592
As 0.176 -1.706 1.366 -0.8 1.5 -1.4 1.323
C -0.572 -3.304 0.578 0.1 -0.6 0.1 -0.344
C 0.239 -4.402 0.267 0.3 0.1 0.2 -0.103
C -0.322 -5.563 -0.264 0.7 -0.3 0.0 -0.073
C -1.689 -5.647 -0.476 -0.2 -0.6 -0.3 -0.075
C -2.505 -4.573 -0.164 -0.6 0.6 0.1 -0.069
C -1.954 -3.399 0.364 -0.2 0.2 0.0 -0.119
C 2.177 -1.856 1.385 -0.5 -0.2 1.1 -0.300
C 2.817 -1.825 2.637 -0.3 0.0 0.3 -0.109
C 4.204 -1.949 2.731 -0.2 0.0 0.5 -0.065
C 4.973 -2.123 1.588 0.4 0.0 0.0 -0.070
C 4.352 -2.173 0.352 0.0 0.0 -0.4 -0.066
C 2.964 -2.043 0.262 -0.3 -0.1 -1.7 -0.119
C -0.569 -1.676 3.177 0.3 0.0 0.4 -0.282
C -0.269 -0.684 4.116 0.9 1.2 -0.2 -0.104
C -0.775 -0.718 5.417 0.2 0.3 -0.1 -0.069
C -1.593 -1.765 5.811 -0.2 -0.2 0.1 -0.069
C -1.898 -2.772 4.900 -0.1 -0.1 0.1 -0.062
C -1.385 -2.723 3.603 -0.3 -0.9 -0.4 -0.091
H 1.325 -4.347 0.434 -0.6 -0.1 -0.1 0.108
H 0.332 -6.419 -0.507 -0.4 0.6 0.2 0.122
H -2.127 -6.568 -0.892 0.3 0.6 0.3 0.121
H -3.595 -4.634 -0.326 0.7 0.0 0.1 0.122
H -2.611 -2.554 0.619 0.3 -0.4 -0.1 0.121
H 2.229 -1.693 3.561 0.3 -0.1 -0.5 0.103
H 4.691 -1.913 3.718 -0.3 0.0 -0.5 0.120
H 6.062 -2.225 1.660 -0.5 0.1 0.0 0.119
H 4.948 -2.321 -0.565 -0.4 0.1 0.6 0.122
H 2.523 -2.105 -0.760 0.3 0.1 1.0 0.102
H 0.412 0.170 3.852 -0.8 -1.0 0.2 0.091
H -0.514 0.079 6.130 -0.1 -0.4 -0.5 0.119
H -1.988 -1.804 6.831 0.1 0.0 -0.4 0.117
H -2.537 -3.613 5.208 0.4 0.5 -0.3 0.120
H -1.638 -3.553 2.922 0.2 0.5 0.4 0.102
```
Positions in Å, forces in eV/Å.

HOMO-LUMO gap in eV: 6.62
LUMO level in eV: -2.451
Electronic energy in eV: -140586.1652
Total charge: +1
HOMO level in eV: -9.075
Strongest force on any atom in eV/A: 9.85